Run A
ORCA calculation (ωB97M-V/def2-TZVPD) on C4H6FNOS in the gas phase.

## Properties
Gap between HOMO and LUMO   8.8 eV
LUMO   0.3 eV
2S+1   1

Each line ends with the Löwdin charge.
Atoms and positions in Å:
N: -0.438 -1.337 -0.665  0.0194
C: 0.156 -0.406 0.388  -0.2933
C: 0.631 1.075 0.041  -0.0629
C: 1.326 1.249 -1.034  -0.1082
F: 2.008 2.474 -1.383  -0.0647
C: -1.080 -0.128 1.345  -0.9618
O: -2.108 -0.680 0.993  0.0880
S: -0.685 0.346 2.815  0.7534
H: -0.684 -0.873 -1.567  0.0959
H: 0.201 -2.062 -1.050  0.1029
H: 0.779 -0.961 1.004  0.0979
H: 0.664 1.768 0.941  0.1131
H: 1.265 0.510 -1.925  0.1387
H: -2.036 -0.977 0.097  0.0818

---

Run B
ORCA calculation (ωB97M-V/def2-TZVPD) on C4H6FNOS in the gas phase.

## Properties
Gap between HOMO and LUMO   10.3 eV
LUMO   0.5 eV
2S+1   1

Each line ends with the Löwdin charge.
Atoms and positions in Å:
O: 1.531 -2.298 -0.157  0.0677
C: 1.068 -1.195 0.151  -0.4250
C: 1.518 0.307 0.004  -0.0150
C: 0.057 0.659 0.464  -0.3684
C: -0.920 0.934 -0.640  -0.2026
F: -0.474 0.205 -1.770  -0.0675
N: -0.077 -0.725 0.834  -0.3820
S: -1.614 -1.516 1.232  0.8156
H: 2.113 0.732 0.861  0.1197
H: 1.955 0.746 -1.017  0.1613
H: -0.159 1.512 1.224  0.1693
H: -2.015 0.523 -0.351  0.1113
H: -1.153 2.082 -0.835  0.1479
H: -1.832 -1.967 0.002  -0.1323

---

The structure with the greatest stability is run B.

---

Run A
ORCA calculation (ωB97M-V/def2-TZVPD) on a molecular structure, C31H32Cl5LaN2O4Si2.

## Properties
Gap between HOMO and LUMO   7.5 eV
LUMO   -0.5 eV
2S+1   1

Each line ends with the Löwdin charge.
Atoms and positions in Å:
La: -0.705 0.178 -0.003  1.9790
C: 0.625 2.326 -2.455  -0.1587
C: 1.878 2.293 -1.860  -0.0897
C: 2.696 1.189 -2.037  -0.0865
C: 2.261 0.115 -2.794  -0.1013
C: 0.998 0.131 -3.366  -0.0917
C: 0.181 1.240 -3.206  -0.1579
H: 0.021 3.219 -2.381  0.0884
H: 2.230 3.143 -1.295  0.1113
H: 3.686 1.183 -1.608  0.1082
H: 2.919 -0.723 -2.960  0.1037
H: 0.663 -0.699 -3.970  0.1134
H: -0.769 1.288 -3.720  0.0906
Cl: -2.425 2.256 -1.771  0.7378
C: -2.509 2.933 -0.184  -0.7073
C: -1.829 2.215 0.794  -0.3776
C: -2.131 2.597 2.100  -0.6910
Cl: -1.546 1.530 3.312  0.7766
C: -2.900 3.711 2.425  -0.7013
Cl: -3.180 4.171 4.056  0.6924
C: -3.459 4.465 1.390  -0.7051
Cl: -4.366 5.878 1.739  0.6926
C: -3.302 4.043 0.071  -0.7075
Cl: -4.090 4.877 -1.210  0.6861
C: -0.378 -3.054 4.321  -0.1724
Si: -0.877 -2.240 2.658  0.5090
C: -2.618 -1.480 2.886  -0.2047
C: -1.105 -3.709 1.436  -0.1515
C: 0.503 -1.135 1.874  -0.5173
C: 1.272 -2.052 0.998  -0.5218
C: 2.074 -3.081 1.506  -0.0740
C: 2.750 -3.917 0.650  -0.0494
C: 2.603 -3.727 -0.719  -0.0573
C: 1.791 -2.700 -1.153  -0.1399
N: 1.154 -1.867 -0.327  0.0160
Si: 1.798 -0.117 2.857  0.5028
C: 3.439 -0.241 1.864  -0.1668
C: 1.545 1.784 2.887  -0.2190
C: 2.195 -0.734 4.628  -0.1728
H: -1.111 -3.792 4.625  0.0271
H: -0.302 -2.322 5.115  0.0124
H: 0.578 -3.559 4.243  0.0129
H: -3.360 -2.274 2.855  0.0337
H: -2.861 -0.780 2.092  -0.0222
H: -2.727 -0.963 3.833  0.0069
H: -2.031 -4.247 1.614  0.0319
H: -0.285 -4.416 1.516  0.0285
H: -1.130 -3.362 0.404  0.0152
H: 2.144 -3.218 2.570  0.1045
H: 3.365 -4.719 1.034  0.1121
H: 3.104 -4.372 -1.423  0.0998
H: 1.630 -2.536 -2.209  0.0969
H: 3.247 -0.052 0.811  0.0128
H: 3.894 -1.223 1.944  0.0233
H: 4.168 0.490 2.202  0.0279
H: 0.978 2.141 2.027  -0.0093
H: 2.517 2.269 2.855  0.0246
H: 1.045 2.126 3.783  -0.0040
H: 2.500 -1.776 4.624  0.0177
H: 1.340 -0.648 5.290  0.0142
H: 3.005 -0.160 5.069  0.0259
O: -1.769 -1.511 -1.589  -0.1040
C: -2.795 -1.387 -0.886  -0.6530
O: -2.918 -0.460 -0.045  -0.2288
C: -3.931 -2.358 -0.996  -0.1051
C: -3.970 -3.349 -1.971  0.0086
C: -5.040 -4.231 -2.027  -0.0464
C: -6.084 -4.127 -1.122  0.0157
C: -6.030 -3.138 -0.145  -0.1324
C: -4.961 -2.260 -0.072  0.0757
N: -7.093 -3.001 0.823  -0.3621
O: -8.103 -3.650 0.653  0.0857
O: -6.904 -2.241 1.747  0.0893
H: -3.154 -3.407 -2.674  0.1213
H: -5.060 -5.000 -2.783  0.1091
H: -6.932 -4.797 -1.156  0.1215
H: -4.929 -1.501 0.694  0.1270

---

Run B
ORCA calculation (ωB97M-V/def2-TZVPD) on a molecular structure, C31H32Cl5LaN2O4Si2.

## Properties
Gap between HOMO and LUMO   7.4 eV
LUMO   -0.7 eV
2S+1   1

Each line ends with the Löwdin charge.
Atoms and positions in Å:
La: 1.307 0.131 -0.465  1.9824
C: 3.783 -1.348 1.535  -0.1398
C: 3.624 -0.137 2.207  -0.1131
C: 2.918 -0.101 3.402  -0.0903
C: 2.355 -1.259 3.917  -0.0790
C: 2.511 -2.463 3.248  -0.0725
C: 3.240 -2.510 2.069  -0.1073
H: 4.418 -1.407 0.663  0.0430
H: 4.116 0.758 1.842  0.1121
H: 2.813 0.834 3.938  0.1159
H: 1.796 -1.230 4.845  0.1101
H: 2.077 -3.371 3.649  0.1104
H: 3.435 -3.461 1.590  0.1028
Cl: 5.063 -0.024 -1.455  0.6827
C: 4.227 1.273 -2.252  -0.7222
C: 2.894 1.431 -1.901  -0.3737
C: 2.257 2.485 -2.543  -0.7029
Cl: 0.600 2.717 -2.078  0.7455
C: 2.847 3.301 -3.497  -0.7046
Cl: 1.949 4.552 -4.266  0.6910
C: 4.187 3.085 -3.819  -0.7028
Cl: 4.956 4.062 -5.002  0.6925
C: 4.894 2.068 -3.177  -0.7080
Cl: 6.558 1.807 -3.533  0.6807
C: 0.633 -1.854 -3.734  -0.1715
Si: -0.895 -0.787 -3.366  0.4478
C: -2.349 -1.769 -4.097  -0.1710
C: -0.803 0.822 -4.360  -0.1884
C: -0.966 -0.535 -1.500  -0.4991
C: -0.854 -1.887 -0.900  -0.4683
C: -1.912 -2.804 -0.807  -0.0425
C: -1.718 -4.036 -0.222  -0.0397
C: -0.457 -4.363 0.268  -0.0557
C: 0.546 -3.429 0.135  -0.1228
N: 0.368 -2.228 -0.428  -0.0480
Si: -2.452 0.382 -0.768  0.4628
C: -4.109 0.134 -1.662  -0.1850
C: -2.233 2.262 -0.691  -0.2022
C: -2.744 -0.245 1.004  -0.1528
H: 0.769 -1.978 -4.811  0.0358
H: 0.523 -2.849 -3.297  0.0307
H: 1.556 -1.413 -3.338  0.0124
H: -2.236 -1.844 -5.181  0.0316
H: -3.314 -1.299 -3.894  0.0115
H: -2.381 -2.787 -3.699  0.0251
H: -1.282 0.666 -5.330  0.0313
H: 0.227 1.133 -4.547  0.0173
H: -1.316 1.645 -3.864  0.0006
H: -2.878 -2.528 -1.208  0.1025
H: -2.534 -4.744 -0.152  0.1133
H: -0.257 -5.315 0.739  0.1038
H: 1.545 -3.642 0.485  0.0839
H: -4.089 0.559 -2.669  0.0266
H: -4.903 0.640 -1.106  0.0320
H: -4.389 -0.918 -1.749  0.0183
H: -2.146 2.708 -1.685  0.0083
H: -1.361 2.555 -0.105  -0.0169
H: -3.116 2.698 -0.215  0.0385
H: -3.450 -1.079 1.020  0.0359
H: -3.154 0.549 1.633  0.0361
H: -1.822 -0.596 1.464  0.0129
O: 0.809 1.931 1.008  -0.1784
C: 0.303 1.126 1.840  -0.6506
O: 0.480 -0.118 1.749  -0.1783
C: -0.531 1.655 2.961  -0.1189
C: -0.938 2.984 2.979  0.0097
C: -1.735 3.453 4.013  -0.0394
C: -2.119 2.604 5.037  0.0138
C: -1.691 1.285 5.009  -0.1265
C: -0.906 0.796 3.982  0.0640
N: -2.077 0.377 6.093  -0.3493
O: -2.912 0.770 6.886  0.0817
O: -1.537 -0.713 6.140  0.0785
H: -0.628 3.639 2.175  0.1249
H: -2.053 4.487 4.021  0.1123
H: -2.735 2.943 5.857  0.1217
H: -0.601 -0.239 3.970  0.1271

---

The structure with the greatest stability is run B.

---

Run A
ORCA calculation (ωB97M-V/def2-TZVPD) on a molecular structure, C3H7O2P.

## Properties
Gap between HOMO and LUMO   9.9 eV
LUMO   0.5 eV
2S+1   1

Each line ends with the Löwdin charge.
Atoms and positions in Å:
C: -1.986 0.165 -0.071  0.0343
C: -0.803 0.332 0.534  -0.1584
C: 0.394 -0.191 -0.183  -0.8435
O: 1.129 -1.455 0.830  -0.2191
O: 0.078 -0.799 -1.259  0.0014
P: 1.866 0.851 -0.101  0.8575
H: -2.925 0.610 0.323  0.0746
H: -2.144 -0.358 -0.968  0.0448
H: -0.760 0.766 1.575  0.1274
H: 1.249 -2.184 0.190  0.0397
H: 0.614 -0.657 -2.057  0.1362
H: 2.126 0.643 1.311  -0.0620
H: 1.162 2.277 -0.123  -0.0328

---

Run B
ORCA calculation (ωB97M-V/def2-TZVPD) on a molecular structure, C3H7O2P.

## Properties
Gap between HOMO and LUMO   10.9 eV
LUMO   0.3 eV
2S+1   1

Each line ends with the Löwdin charge.
Atoms and positions in Å:
C: 1.244 -1.032 -0.347  -0.1112
C: 0.605 -0.040 0.592  -0.2788
C: 0.196 1.230 0.499  -0.0791
O: -2.274 -0.684 0.708  -0.3229
O: -2.120 1.572 -0.487  -0.3325
P: -1.642 0.230 -0.251  0.4574
H: 2.278 -0.711 -0.379  0.0675
H: 0.799 -1.034 -1.461  0.1088
H: 0.465 -0.564 1.635  0.1575
H: 0.362 1.780 -0.451  0.1196
H: -0.079 1.669 1.348  0.0556
H: -1.134 -0.289 -1.463  0.0429
H: 1.299 -2.129 0.057  0.1152

---

The structure with the greatest stability is run B.

---

Run A
ORCA calculation (ωB97M-V/def2-TZVPD) on C4H5NOS2 in the gas phase.

## Properties
Gap between HOMO and LUMO   8.8 eV
LUMO   0.1 eV
2S+1   1

Each line ends with the Löwdin charge.
Atoms and positions in Å:
C: 3.763 -0.141 -0.319  -0.0587
C: 2.581 0.475 0.298  -0.4989
S: 0.886 0.384 -0.441  0.7697
C: 0.322 -1.014 0.757  -0.4260
N: -0.928 -1.350 0.652  -0.4487
S: -2.025 -0.749 -0.475  0.7858
C: -2.073 1.174 -0.227  -0.4822
O: -1.570 1.518 0.828  -0.0811
H: 4.667 -0.360 0.237  0.0194
H: 3.782 -0.733 -1.358  0.0910
H: 2.580 1.194 1.285  0.1065
H: 1.095 -1.552 1.462  0.1222
H: -2.405 1.632 -1.211  0.1009

---

Run B
ORCA calculation (ωB97M-V/def2-TZVPD) on C4H5NOS2 in the gas phase.

## Properties
Gap between HOMO and LUMO   8.7 eV
LUMO   0.1 eV
2S+1   1

Each line ends with the Löwdin charge.
Atoms and positions in Å:
O: -1.706 -1.592 -1.344  0.0706
C: -1.053 -0.761 -0.869  -0.6867
C: 0.437 -0.715 -1.099  -0.1736
C: 1.356 -0.610 0.098  -0.3009
N: 1.579 0.290 0.961  -0.2384
S: 0.793 1.968 0.641  0.7272
C: -0.740 1.308 1.301  -0.7684
S: -1.915 0.889 -0.283  0.7212
H: 0.713 0.092 -1.884  0.1491
H: 0.506 -1.707 -1.769  0.1617
H: 2.057 -1.523 0.410  0.1520
H: -0.594 0.233 2.019  0.1364
H: -1.433 2.129 1.817  0.0497

---

Run C
ORCA calculation (ωB97M-V/def2-TZVPD) on C4H5NOS2 in the gas phase.

## Properties
Gap between HOMO and LUMO   9.4 eV
LUMO   0.5 eV
2S+1   1

Each line ends with the Löwdin charge.
Atoms and positions in Å:
C: -2.844 -0.191 0.883  -0.3853
S: -2.321 1.570 0.975  0.8219
C: -0.745 1.436 0.420  -0.4439
C: 0.362 0.989 0.090  0.0304
C: 1.764 0.873 -0.295  -0.5754
O: 2.478 1.849 -0.258  0.0790
N: 2.383 -0.307 -0.637  -0.3681
S: 2.059 -1.998 -0.594  0.7113
H: -2.095 -0.629 1.609  0.0380
H: -2.440 -0.518 -0.157  0.0606
H: -3.884 -0.583 1.077  0.0595
H: 3.268 -0.254 -1.099  0.0681
H: 2.014 -2.237 -2.013  -0.0962

---

The structure with the greatest stability is run C.

---

Run A
ORCA calculation (ωB97M-V/def2-TZVPD) on CHClFNO2 in the gas phase.

## Properties
Gap between HOMO and LUMO   11.8 eV
LUMO   0.1 eV
2S+1   1

Each line ends with the Löwdin charge.
Atoms and positions in Å:
O: -1.528 -0.161 0.887  0.0948
N: -0.546 -0.603 0.422  -0.4690
O: -0.256 -1.722 0.338  0.1156
C: 0.479 0.357 -0.260  -0.6215
F: -0.076 0.621 -1.492  -0.0305
Cl: 0.514 1.879 0.621  0.7215
H: 1.412 -0.371 -0.515  0.1892

---

Run B
ORCA calculation (ωB97M-V/def2-TZVPD) on 2 unconnected molecules or ions with the total composition CHClFNO2.

## Properties
Gap between HOMO and LUMO (spin up / spin down)   8.9 / 7.3 eV
LUMO (spin up / spin down)   -2.9 / -4.0 eV
2S+1   1

Each line ends with the Löwdin charge.
Atoms and positions in Å:
C: 0.407 0.394 -0.404  -0.1058
N: 0.479 1.714 0.121  -0.3882
O: 0.802 2.611 -0.658  0.1090
O: 0.168 1.807 1.297  0.0979
F: 0.522 0.379 -1.709  0.1200
Cl: 2.878 -0.907 0.151  0.0268
H: -0.291 -0.189 0.168  0.1403

---

The structure with the greatest stability is run A.